[1]
{
  "formula": "C36H36LaN11O9PS",
  "method": "ωB97M-V/def2-TZVPD",
  "species": ["La", "C", "C", "C", "C", "N", "C", "N", "C", "N", "C", "N", "C", "C", "C", "C", "C", "N", "C", "C", "C", "C", "C", "C", "H", "H", "H", "H", "H", "H", "H", "H", "H", "H", "H", "H", "O", "N", "C", "C", "C", "C", "C", "S", "H", "H", "H", "H", "O", "C", "O", "C", "C", "C", "C", "C", "C", "O", "N", "O", "O", "N", "O", "O", "H", "H", "C", "N", "C", "P", "O", "N", "C", "C", "N", "C", "C", "H", "H", "H", "H", "H", "H", "H", "H", "H", "H", "H", "H", "H", "H", "H", "H", "H", "H"],
  "xyz": [[0.60512, -0.09432, -0.31566], [-3.59618, -0.40149, 2.31466], [-3.91800, -1.75694, 2.46031], [-2.86559, -2.60400, 2.20029], [-1.58420, -2.23360, 1.77173], [-1.27403, -0.95167, 1.67567], [-2.31616, -0.10569, 1.91134], [-0.65339, -3.24187, 1.61647], [0.56230, -3.14938, 1.40362], [1.41183, -2.02514, 1.24910], [2.70184, -2.61498, 0.92061], [3.90273, -2.10992, 0.80322], [4.22676, -0.76609, 0.87342], [5.53288, -0.42345, 0.99720], [5.80978, 0.87723, 1.31284], [4.82958, 1.85584, 1.25099], [3.53417, 1.44620, 0.92381], [3.24949, 0.18301, 0.80778], [2.63793, -4.12593, 0.92380], [3.57794, -5.13242, 0.67142], [3.10402, -6.45587, 0.71560], [1.83080, -6.79633, 1.11103], [0.93389, -5.78994, 1.34168], [1.35067, -4.46760, 1.27809], [-4.37357, 0.32421, 2.41626], [-4.81043, -2.01534, 2.93579], [-3.14041, -3.65779, 2.25526], [-2.06505, 0.97855, 1.91835], [6.25917, -1.16764, 0.90044], [6.90838, 1.22230, 1.46150], [5.06838, 2.95421, 1.44780], [2.76010, 2.17222, 0.84092], [4.68018, -4.84849, 0.50535], [3.81995, -7.18340, 0.40575], [1.37350, -7.80022, 1.07262], [-0.08562, -6.05094, 1.68453], [1.85192, -0.94143, -2.27834], [0.98791, -0.68809, -3.28815], [0.42313, -1.82079, -3.90242], [-0.31004, -1.65593, -5.02508], [-0.61906, -0.35320, -5.51877], [-0.22629, 0.68226, -4.69488], [0.62783, 0.60356, -3.62166], [1.21088, 1.84441, -2.63444], [0.57731, -2.77016, -3.36997], [-0.69187, -2.55533, -5.36486], [-1.27335, -0.38102, -6.41163], [-0.38325, 1.68577, -5.01677], [-3.83009, 0.80301, -1.42643], [-2.82519, 0.07111, -1.35093], [-1.64665, 0.50785, -1.00536], [-3.01251, -1.39179, -1.31082], [-4.29604, -1.86716, -1.33763], [-4.54196, -3.26298, -1.34020], [-3.56459, -4.15268, -1.43424], [-2.21185, -3.76277, -1.45359], [-1.84271, -2.34008, -1.35369], [-0.58366, -1.98602, -1.16273], [-1.15830, -4.77678, -1.53269], [-0.10550, -4.49591, -2.11084], [-1.47485, -5.89688, -1.19311], [-5.89028, -3.66530, -1.31569], [-6.13348, -4.88138, -1.36050], [-6.76981, -2.81913, -1.23013], [-5.10402, -1.16375, -1.38603], [-3.56068, -5.25376, -1.40387], [1.17227, 3.84018, 3.57818], [1.15683, 4.47399, 2.29702], [1.94519, 5.76102, 2.29442], [0.32689, 3.77658, 1.02127], [0.52004, 2.24340, 1.05039], [-1.28655, 4.10216, 1.08750], [-2.39360, 3.26629, 0.42986], [-1.84390, 5.37577, 1.48986], [0.90072, 4.67070, -0.22648], [2.34203, 4.80210, -0.66684], [0.03304, 4.97075, -1.40820], [0.85774, 4.53878, 4.38119], [2.19259, 3.44844, 3.82237], [0.55163, 2.97817, 3.41816], [1.72020, 6.33060, 3.15820], [1.59667, 6.38024, 1.45488], [3.01066, 5.55146, 2.25820], [-2.02352, 2.40642, -0.18198], [-2.95336, 3.98605, -0.25643], [-3.10990, 2.88680, 1.23043], [-1.13069, 5.96484, 2.09407], [-2.78773, 5.18633, 2.07778], [-2.02484, 5.96280, 0.57218], [2.89520, 4.37841, 0.20884], [2.57474, 5.86679, -0.71571], [2.68359, 4.19681, -1.60286], [-0.94209, 5.38329, -1.14698], [-0.08082, 4.10488, -2.02386], [0.48535, 5.80700, -1.92358]],
  "forces_ev_per_angstrom": [[-0.2423, 0.1352, 0.5510], [-0.0685, -1.1642, -0.5278], [2.8153, 1.6548, -0.2308], [-1.6514, -2.0747, -0.1296], [0.3197, -0.1484, 0.7042], [-1.2454, 1.2346, -0.2043], [1.0336, 1.9697, 0.4523], [-3.5100, -0.5452, 0.5018], [3.7514, -0.0539, -0.5031], [1.7681, -2.5011, -1.0865], [-0.2762, 0.5630, 1.1743], [-0.6870, 0.0153, -0.3157], [-2.9899, -0.5155, -0.3192], [0.2918, 0.8516, 0.5844], [2.6696, 1.9081, -0.3700], [0.1249, 1.5238, 0.3866], [1.9697, 0.8268, 0.8516], [-0.8153, -1.4684, -0.6758], [-0.2157, 0.1424, 0.0970], [0.7249, 0.8122, 0.1545], [1.6050, 0.7181, -0.1662], [-0.9158, -0.5537, -0.8522], [-1.5513, 0.8232, 1.3558], [-0.4533, 1.0925, -0.5183], [0.0288, 0.7028, 0.2018], [-1.3918, -0.8811, 0.1330], [0.7353, -0.0051, 0.0837], [0.0755, -0.9055, -0.4648], [1.0347, -0.9751, 0.0842], [-1.9852, -0.7566, -0.1000], [-0.3598, -1.7013, -0.3393], [-0.6535, 0.2314, -0.1705], [-1.9452, -0.6584, -0.0366], [0.2637, -0.7532, 0.0540], [0.9550, 0.3335, 0.1191], [0.5639, 0.4195, -0.4797], [-0.7934, 0.4298, -0.5213], [-0.1599, -1.7693, 0.0715], [1.2750, 1.7198, 1.4336], [0.1904, 1.5488, 0.4515], [-0.1793, -2.0492, 1.0906], [-0.4665, 0.9318, -2.7377], [0.8663, -2.5123, 1.3610], [0.1751, 0.9590, 0.1414], [0.1649, 0.6770, -0.3447], [-0.9331, -1.3709, -1.3123], [0.5742, 0.9759, 0.6643], [-0.5544, 0.6509, -0.1067], [0.9566, -0.5344, -0.5963], [-0.0793, 1.9377, 2.1800], [-0.4012, -0.0930, -0.8187], [1.3864, -1.9300, -1.0356], [0.9013, -0.7473, -0.0479], [-1.0781, 2.6806, -0.1329], [4.3402, -2.9155, 0.2653], [-0.1383, 2.8306, 0.1682], [1.0330, -0.0682, 1.0482], [-3.1228, -0.8574, -0.7589], [-0.3847, 0.6267, -1.6307], [-0.7471, -0.3253, 0.9187], [0.3559, -0.5764, 0.5110], [-1.6332, -1.6104, 0.1466], [0.1364, 0.9078, -0.0152], [0.1706, -0.1404, -0.0453], [-0.1700, 0.1458, 0.1229], [-1.1763, 0.6112, -0.1113], [0.8714, -0.5430, 0.1918], [0.6913, 1.8388, -0.5106], [-1.4067, -1.2990, -1.6550], [0.2433, -1.8386, 0.3987], [-0.2899, 2.0729, -0.3924], [-1.1842, -1.1074, -0.1225], [0.1653, 0.5819, 0.0533], [0.1975, 0.2727, 0.2274], [0.5672, 0.6585, -2.6224], [0.0194, -1.9171, 1.3751], [-0.1622, 0.6396, 1.2337], [-0.1309, -0.5819, -0.3513], [-0.5913, 0.3446, -0.0383], [-0.4974, -0.5282, 0.9234], [-0.2515, 0.3332, 1.2073], [0.5076, -0.3192, 0.0734], [0.1475, 0.0863, -0.1164], [-0.1499, 0.7223, 0.6205], [0.5832, -1.0320, 0.8078], [0.8953, 0.5405, -0.9801], [-0.2965, -0.3797, -0.0575], [0.8932, 0.4278, -0.6581], [-0.4856, 0.0837, 0.4403], [0.1022, 0.3982, -0.8815], [0.0719, -0.1049, -0.3740], [-1.1176, 1.1104, 1.5053], [-0.0915, -0.4240, 0.3945], [-0.0309, -0.4074, -0.6259], [0.4474, -0.0591, -0.4244]],
  "lowdin_charge": [1.9967, -0.0641, -0.0510, -0.0175, -0.3447, 0.0801, -0.1382, 0.1609, -0.3313, -0.0057, -0.2465, 0.1441, -0.3237, -0.0380, -0.0942, -0.0824, -0.1751, 0.0604, -0.1166, -0.0136, -0.1002, -0.1004, -0.0447, -0.0917, 0.0964, 0.0888, 0.1136, 0.0974, 0.0958, 0.1326, 0.1136, 0.0489, 0.1317, 0.0837, 0.1131, 0.1216, -0.3528, -0.2196, -0.0117, -0.0700, -0.0371, -0.1066, -0.7384, 0.5857, 0.1177, 0.0807, 0.1136, 0.0929, 0.0096, -0.5834, -0.2784, -0.0415, 0.0793, -0.1903, 0.0561, -0.0482, -0.1857, -0.2704, -0.3291, 0.0604, 0.0523, -0.3576, 0.0348, 0.0520, 0.1241, 0.1393, -0.1266, -0.2990, -0.0844, 0.5484, -0.4477, -0.3105, -0.0635, -0.1342, -0.2827, -0.0977, -0.0960, 0.0890, 0.0965, 0.0630, 0.0567, 0.0759, 0.0759, 0.0518, 0.0984, 0.0925, 0.0748, 0.1000, 0.0685, 0.0559, 0.0722, 0.0952, 0.0591, 0.0133, 0.0777],
  "de_lowest_ev": 1.3400,
  "total_charge": -1,
  "orbital_gap_ev": 7.38,
  "max_force_ev_per_a": 5.2
}

***

[2]
{
  "formula": "C36H36N6Zn",
  "method": "ωB97M-V/def2-TZVPD",
  "species": ["Zn", "C", "C", "C", "C", "N", "C", "N", "C", "N", "C", "N", "C", "C", "C", "C", "C", "N", "C", "C", "C", "C", "C", "C", "H", "H", "H", "H", "H", "H", "H", "H", "H", "H", "H", "H", "C", "C", "C", "C", "C", "C", "C", "C", "N", "C", "C", "C", "C", "C", "C", "C", "C", "C", "C", "H", "H", "H", "H", "H", "H", "H", "H", "H", "H", "H", "H", "H", "H", "H", "H", "H", "H", "H", "H", "H", "H", "H", "H"],
  "xyz": [[1.28741, 0.24404, -0.23217], [4.42461, -1.93824, -2.27194], [5.11535, -2.59696, -1.25656], [4.73380, -2.40178, 0.04703], [3.67047, -1.53959, 0.36463], [3.00579, -0.91004, -0.63445], [3.38357, -1.12367, -1.90811], [3.38752, -1.43967, 1.72329], [2.64811, -0.51562, 2.23328], [1.98743, 0.47104, 1.57192], [1.33678, 1.27917, 2.45634], [0.66727, 2.34670, 2.19325], [0.64733, 2.94450, 0.93480], [0.05015, 4.21473, 0.89988], [0.06566, 4.96357, -0.25088], [0.69376, 4.45188, -1.38451], [1.21978, 3.18676, -1.30187], [1.17857, 2.42297, -0.19749], [1.54998, 0.73710, 3.82590], [1.10084, 1.15166, 5.06153], [1.50978, 0.41659, 6.17163], [2.35770, -0.68064, 6.03557], [2.81408, -1.08406, 4.78354], [2.38584, -0.36249, 3.68960], [4.67929, -2.06452, -3.31441], [5.93884, -3.25937, -1.49220], [5.22724, -2.89450, 0.87212], [2.79842, -0.61168, -2.66320], [-0.39413, 4.57539, 1.81659], [-0.39376, 5.94418, -0.27239], [0.75551, 5.01112, -2.30779], [1.68328, 2.73408, -2.17101], [0.44778, 2.01022, 5.15316], [1.16524, 0.70124, 7.15750], [2.66063, -1.22950, 6.91826], [3.46581, -1.93991, 4.66279], [-4.46106, -1.10904, 2.23127], [-3.00978, -1.37382, 1.91575], [-2.23179, -2.14859, 2.76206], [-0.89325, -2.39900, 2.44290], [-0.04503, -3.26445, 3.34033], [-0.36584, -1.85970, 1.28840], [-1.11330, -1.03804, 0.41283], [-2.45482, -0.82467, 0.75846], [-0.44515, -0.49234, -0.67125], [-1.14542, -0.07439, -1.88013], [-2.07160, -1.17126, -2.43660], [-2.69911, -0.73883, -3.76867], [-1.59571, -0.50128, -4.80419], [-0.65472, 0.59346, -4.29279], [-1.44517, 1.89327, -4.10176], [-2.55723, 1.66471, -3.07194], [-3.49320, 0.55619, -3.56368], [-1.93270, 1.24501, -1.73492], [-0.06404, 0.14840, -2.95258], [-4.72398, -1.48293, 3.22093], [-5.11283, -1.59798, 1.50342], [-4.68302, -0.04026, 2.20158], [-2.66211, -2.57175, 3.66479], [-0.53267, -4.22180, 3.53492], [0.11714, -2.77576, 4.30411], [0.93280, -3.46033, 2.89659], [0.65302, -2.11621, 1.00745], [-3.09295, -0.19829, 0.14728], [-2.85721, -1.41624, -1.72157], [-1.47131, -2.07772, -2.56999], [-3.36937, -1.52520, -4.12511], [-2.03061, -0.20125, -5.76334], [-1.03872, -1.42871, -4.97285], [0.15495, 0.75192, -5.01104], [-1.87112, 2.21038, -5.05927], [-0.78213, 2.69499, -3.75776], [-3.12577, 2.58849, -2.93365], [-3.97746, 0.85697, -4.49879], [-4.28544, 0.38959, -2.82635], [-2.70767, 1.15452, -0.96989], [-1.24388, 2.01946, -1.38930], [0.64150, 0.91560, -2.59551], [0.49197, -0.78780, -3.07384]],
  "forces_ev_per_angstrom": [[-0.1198, -0.0144, -0.1311], [0.0374, -0.0370, -0.0048], [0.0254, -0.0099, 0.0029], [0.0335, -0.0287, 0.0612], [-0.0926, 0.0774, 0.0441], [0.0053, -0.0337, 0.1004], [-0.0968, 0.0553, 0.0619], [0.1472, -0.1224, -0.2192], [-0.1548, 0.0792, -0.0343], [0.1429, 0.0494, 0.2497], [0.0153, -0.1304, -0.0263], [-0.0500, 0.1658, -0.1590], [0.0797, -0.0984, 0.0134], [-0.0030, 0.0517, 0.0734], [-0.0195, 0.0437, -0.0168], [-0.0096, 0.0568, 0.0209], [-0.0342, -0.1458, 0.0184], [-0.0562, -0.0272, 0.1160], [-0.0083, 0.0926, -0.0929], [-0.0474, 0.0173, 0.0447], [0.0080, 0.0196, -0.0334], [-0.0182, -0.0008, -0.0220], [-0.0087, -0.0718, 0.0304], [0.0276, -0.0490, -0.1193], [-0.0031, 0.0010, 0.0145], [-0.0117, 0.0082, 0.0175], [0.0069, -0.0057, -0.0215], [0.0015, 0.0149, 0.0244], [-0.0005, 0.0021, -0.0267], [0.0118, -0.0229, 0.0156], [-0.0001, -0.0190, 0.0224], [0.0115, 0.0067, 0.0229], [0.0193, -0.0249, 0.0080], [0.0099, -0.0001, -0.0015], [-0.0039, 0.0083, -0.0074], [0.0000, 0.0246, 0.0057], [0.0336, -0.0228, -0.0024], [0.0266, -0.0221, -0.0095], [0.0299, 0.0235, -0.0313], [-0.0406, -0.0355, 0.0606], [-0.0146, 0.0479, -0.0134], [0.0371, -0.0123, -0.0929], [0.0228, 0.0047, 0.1478], [-0.1292, -0.0100, 0.0554], [0.0554, 0.0357, -0.2151], [0.0142, -0.0062, 0.0113], [0.0057, -0.0515, -0.0131], [0.0527, 0.0544, 0.0182], [-0.0167, 0.0089, 0.0107], [-0.0477, 0.0015, 0.0542], [-0.0090, -0.0418, 0.0193], [0.0486, -0.0655, 0.0018], [-0.0087, -0.0160, 0.0288], [-0.0354, 0.0815, -0.0644], [-0.0015, 0.0631, -0.0086], [0.0044, 0.0071, -0.0121], [0.0026, 0.0048, 0.0054], [0.0108, -0.0133, 0.0000], [0.0094, 0.0210, -0.0342], [0.0088, 0.0096, 0.0021], [0.0068, -0.0058, 0.0090], [-0.0325, 0.0221, 0.0029], [-0.0051, 0.0444, 0.0088], [0.0707, -0.1649, 0.0998], [-0.0134, 0.0211, 0.0391], [-0.0319, -0.0087, -0.0056], [-0.0050, -0.0194, 0.0118], [-0.0017, -0.0095, 0.0131], [0.0003, 0.0182, -0.0027], [0.0039, 0.0112, -0.0204], [-0.0027, 0.0054, 0.0145], [0.0025, -0.0105, -0.0034], [0.0082, 0.0207, 0.0026], [0.0194, -0.0135, 0.0037], [-0.0083, 0.0076, -0.0180], [0.0989, 0.0621, -0.1911], [0.0303, 0.0745, 0.0536], [-0.0321, -0.0613, -0.0127], [-0.0121, 0.0073, 0.0245]],
  "lowdin_charge": [0.7349, -0.0644, -0.0575, -0.0073, -0.2914, 0.0641, -0.1252, 0.1646, -0.2983, 0.0504, -0.2784, 0.1711, -0.2949, -0.0066, -0.0571, -0.0700, -0.1547, 0.0669, -0.0915, -0.0022, -0.0695, -0.0727, -0.0125, -0.1007, 0.1054, 0.1105, 0.1129, 0.0975, 0.1131, 0.1101, 0.1060, 0.1056, 0.1162, 0.1023, 0.1025, 0.1165, -0.0572, -0.2762, -0.0366, -0.2752, -0.0497, -0.0235, -0.2861, -0.0087, -0.0457, -0.4668, -0.0757, -0.2830, -0.1215, -0.2805, -0.1158, -0.2803, -0.1175, -0.0732, -0.1169, 0.0692, 0.0783, 0.0765, 0.1100, 0.0771, 0.0734, 0.0706, 0.0936, 0.0896, 0.1119, 0.1311, 0.1371, 0.1184, 0.1189, 0.1368, 0.1190, 0.1079, 0.1375, 0.1179, 0.1208, 0.1037, 0.1037, 0.0768, 0.1147],
  "total_charge": 0,
  "orbital_gap_ev": 5.94,
  "max_force_ev_per_a": 0.3
}